Formula: C46H118HfN7O21S
Source: the OMol25 dataset
Level of theory: ωB97M-V/def2-TZVPD

Computed properties:
total charge	+1
Kohn-Sham gap	1.51	eV
DFT total energy	-115148.1785	eV

XYZ file:
```
194
C46H118HfN7O21S (ωB97M-V/def2-TZVPD)
Hf 2.9142 0.2495 -4.1139
S 4.2712 -3.7731 -4.3513
O 3.0098 0.1997 -10.8185
O -2.2776 -4.6320 -11.2820
O 4.7504 -4.4713 -3.1712
O 4.9918 -2.9363 6.7752
O -0.8524 -7.0899 4.3275
O 7.6732 -0.2973 -0.4249
O -0.6946 -2.4031 14.0674
O 4.9092 -2.4615 -4.5279
O 0.1079 8.7236 12.4964
O -9.1721 5.9291 -10.1545
O 4.2398 -4.6357 -5.5048
O 0.1574 -0.5471 -6.4411
O 3.5350 -6.3808 0.2727
O -2.6256 -1.3649 9.5050
O -6.2096 4.0029 -6.1946
O -2.8850 -5.7467 -7.1364
O 0.4424 -0.2400 -0.7263
O 3.6165 2.8630 -1.7211
O -1.7659 5.9636 6.0964
O 2.9900 -3.1379 -4.1576
O 3.9965 2.0584 6.5063
N -1.5515 6.8581 9.7757
N -6.7051 6.0222 -8.5513
N 4.2432 -0.5078 5.1623
N 5.6852 1.0137 -1.5266
N 2.4014 -0.5527 -8.0694
N -4.1359 -6.2952 -9.7930
N -2.5303 -4.0543 12.1779
C 4.5416 3.3023 6.8311
C 8.9830 -0.4160 0.1646
C -3.1033 -1.2967 8.1619
C 2.6457 0.2091 -12.2259
C -0.1812 9.3422 13.7437
C 6.7892 0.2595 0.4929
C 4.6921 -2.9878 5.3425
C -3.0934 -6.8510 -10.7551
C 3.7191 -0.9904 -10.3618
C 3.6340 1.8848 5.1897
C 3.7346 -0.8692 -8.8117
C -1.7943 -5.7625 -6.1565
C -0.9953 8.0647 11.8282
C -2.4972 -2.6587 11.6435
C -1.0588 0.2183 -6.1974
C -2.7065 -5.8590 -11.8109
C -6.4850 4.0059 -4.8276
C 3.6439 -1.8731 5.0206
C -0.4864 7.5410 10.4990
C -0.5909 -0.7976 0.0892
C -5.4349 5.3946 -8.0675
C -2.3645 -4.0039 13.6263
C 4.7721 3.2021 -0.9911
C 5.8660 -3.9555 7.1627
C 2.4458 3.6514 -1.4376
C -6.7242 5.8691 -10.0194
C 1.3730 -1.5571 -8.3666
C -2.7423 5.5586 5.2104
C -1.1058 -5.7615 4.7070
C -0.8674 -3.7723 14.0320
C -1.5725 -3.7970 -12.1859
C 3.0995 0.4272 5.0267
C 2.2659 -6.9312 -0.0056
C -0.0123 -1.1185 -7.7659
C -2.0826 5.9272 7.4888
C -9.5126 4.5635 -10.6011
C -2.8089 -2.6416 10.1295
C -1.4988 0.1920 0.8408
C -3.2283 -7.1290 -7.5946
C -5.4582 5.1396 -6.5384
C 5.9782 2.4674 -1.5447
C 5.4326 0.3939 -0.2249
C -7.9961 6.4510 -10.6344
C -4.4244 -7.1609 -8.6699
C -1.0615 6.6789 8.3825
C 0.6656 -2.0897 14.2388
H 0.9940 -2.1942 15.2728
H -7.9247 6.4317 -11.7219
H -0.9494 10.1015 13.5970
H 4.9140 3.2771 7.8552
H -3.8220 -3.0225 10.0008
H 2.8011 -2.0450 5.6902
H -2.1030 -3.5767 -13.1123
H 6.0595 -3.9204 8.2348
H -2.1997 -7.1036 -10.1846
H 8.9161 -1.1734 0.9457
H -1.2894 0.8775 -7.0343
H 4.5942 2.9856 0.0622
H -2.3037 -7.6731 -7.7876
H 1.2276 -1.6886 -9.4389
H 0.7353 9.7686 14.1516
H 9.6677 -0.7887 -0.5972
H -5.1519 4.4746 -8.5789
H 3.5305 -0.1277 -12.7662
H 0.2761 6.7738 10.6339
H -10.5142 4.2328 -10.3260
H -2.0987 -5.7503 5.1564
H 9.3588 0.4793 0.6598
H -7.2153 4.7963 -4.6540
H 3.2603 -1.9816 4.0061
H -4.4401 5.1023 -6.1511
H -0.6273 8.6700 14.4766
H -3.2324 -2.0208 12.1340
H 4.4114 1.9920 4.4332
H 4.8691 -0.3487 5.9388
H -1.0471 -1.5605 -0.5417
H 5.0218 -0.6136 -0.2892
H 1.4856 3.2034 -1.6936
H -3.0000 6.5050 7.6009
H -0.1503 -1.4325 0.8579
H -2.5561 -0.6022 7.5244
H -3.0619 -3.3693 14.1731
H -1.9214 -6.2855 -12.4353
H -0.2807 -0.3850 -8.5262
H 3.1551 -1.8818 -10.6362
H -8.8724 3.8368 -10.1007
H -5.8586 6.3204 -10.5044
H -0.7976 -4.2271 15.0202
H -2.1361 4.8644 7.7247
H 1.3678 -2.6512 13.6225
H -1.9687 -6.4550 -5.3330
H -2.2049 -3.4198 9.6630
H -3.5086 -5.6419 -12.5163
H 6.6871 -0.3555 1.3870
H -1.4900 -2.8094 -11.7320
H -0.1609 -4.2740 13.3708
H -0.7704 -1.8872 -7.9157
H -0.0891 6.1887 8.4304
H -4.1785 -1.1192 8.1846
H 2.3412 0.3334 5.8041
H 1.6014 -2.5485 -7.9754
H 2.4398 1.2073 -12.6121
H -9.3928 4.5079 -11.6830
H -5.9091 6.0199 -6.0801
H 2.3814 -7.6446 -0.8215
H 6.8633 2.7488 -0.9740
H 4.6703 0.9433 0.3274
H 6.6016 0.6013 -1.6287
H -0.8594 -6.0882 -6.6126
H 5.4125 -4.9144 6.9115
H 2.5932 0.2690 4.0745
H -1.7272 -4.7264 -5.8247
H -1.7788 -4.5213 11.6907
H 2.8707 2.6127 4.9149
H -1.0053 0.7405 -5.2421
H 1.6113 -6.1005 -0.2695
H -1.4697 7.2570 12.3855
H 4.8917 4.2766 -1.1295
H 2.1548 0.2653 -8.6081
H -3.6238 -5.5284 -9.3808
H 4.2139 -1.8089 -8.5372
H -6.9572 3.0718 -4.5232
H -2.5703 -5.0266 13.9420
H -4.5435 -8.1633 -9.0812
H -1.5803 5.9024 10.1011
H 6.1900 2.7826 -2.5664
H -1.9703 0.8387 0.1008
H -6.7247 4.7959 -10.2101
H -1.1193 -5.1475 3.8065
H -4.6009 6.0423 -8.3377
H -0.0953 8.3493 9.8812
H 2.5479 4.5463 -2.0515
H 1.8276 -0.4585 -12.4964
H -0.9966 0.8324 1.5659
H -3.5624 -7.7256 -6.7458
H -1.6919 8.8929 11.6974
H 4.3812 -3.9699 4.9861
H 1.8781 -7.4216 0.8873
H -5.5846 4.1583 -4.2325
H -3.0771 4.5605 5.4929
H 4.7283 -1.1139 -10.7548
H -2.9319 -2.1904 7.5618
H -7.8961 7.5064 -10.3807
H -3.5467 6.2923 5.2609
H 5.5542 -2.6881 4.7466
H 2.3541 3.9348 -0.3891
H -2.4576 5.6016 4.1592
H 4.5125 -0.1590 -8.5314
H 3.7650 -5.7352 -0.3995
H 5.3795 3.6325 6.2171
H -0.9350 7.6760 7.9608
H 3.8014 4.0988 6.7546
H -1.4907 -2.2551 11.7540
H -2.1576 -0.4052 1.4713
H -7.4340 5.4887 -8.0994
H -0.5418 -4.0782 -12.4019
H -0.2948 -5.4035 5.3413
H -1.8837 -0.4763 -6.0387
H 6.8896 -4.0550 6.8015
H 7.1253 1.2747 0.7040
H -1.4853 -7.2892 3.6338
H -5.3340 -6.8848 -8.1365
H -3.4897 -7.8277 -11.0330
H 0.8064 -1.0228 14.0661
```